Record 1
Density functional theory data (the ωB97M-V functional and the def2-TZVPD basis) for C7H12N3 as an isolated structure in a non-equilibrium geometry.

## Properties
Spin multiplicity: 1
Electronic energy (eV): -11914.324
Charge: +1

```
22
Properties=species:S:1:pos:R:3:forces:R:3
N -0.0020 -2.9979 -1.5510 -0.1 -1.3 -0.7
H 1.7741 -0.3593 1.6326 -0.4 -0.6 -0.4
N 0.0710 -2.0591 -0.5848 -0.5 -0.1 0.1
H -0.2010 2.8177 1.2182 -0.3 1.1 0.7
C -0.8256 -1.1173 -0.2761 -1.6 -0.5 -1.8
H 1.5838 1.9686 -1.8094 -1.7 -0.5 0.9
H 0.8974 -3.2916 -1.9345 -0.9 0.3 0.0
C -0.5646 1.9558 0.7150 -1.9 0.6 -1.2
H -1.9795 0.6690 1.7052 -0.3 -0.7 -0.8
N 0.6381 1.8652 -1.3475 3.7 -0.8 0.6
H -1.3357 2.2317 -0.1126 0.8 -0.2 1.9
C 1.1748 -1.9890 0.2126 1.6 1.1 0.2
H -0.8787 -3.1085 -2.0489 0.6 0.2 0.1
C 1.0662 -0.8194 0.9259 0.2 -0.7 0.7
H 2.0260 -2.6754 0.0862 -0.7 0.4 0.1
H 1.6129 1.3547 0.2735 -1.7 0.1 0.4
H -0.0948 2.1672 -1.8948 -2.1 0.7 -1.0
C -0.2218 -0.2545 0.6257 0.1 -1.4 0.9
H -0.5776 0.7556 2.5411 0.6 -0.2 -0.6
C -0.9166 0.7069 1.4900 -0.8 1.8 2.0
C 0.5398 1.4618 -0.0660 3.8 0.7 -2.7
H -1.8699 -1.1179 -0.7347 1.8 0.1 0.7
```
Positions in Å, forces in eV/Å.

***

Record 2
Density functional theory data (the ωB97M-V functional and the def2-TZVPD basis) for an isolated ion of composition C7H12N3 and charge +1 in a non-equilibrium geometry.

## Properties
Spin multiplicity: 1
Structure (SMILES): [H]/N=C/CCn1c[nH+]cc1C
Electronic energy (eV): -11916.586
Charge: +1

```
22
Properties=species:S:1:pos:R:3:forces:R:3
H -1.7332 -0.9065 1.6270 1.0 0.3 -0.8
C -0.0817 -0.2594 -2.4051 0.9 -1.3 2.5
H 2.2517 1.4962 0.3036 -0.7 -0.2 0.1
C -0.3932 0.7873 2.1228 -0.6 1.9 0.1
H 2.0924 -1.4895 -0.3121 0.0 0.4 0.3
N -0.6943 -0.2074 -0.2095 -1.2 -1.1 -1.2
H 0.7659 -2.5642 -0.0543 -1.2 -1.6 1.6
C 0.1726 -0.7854 -1.1134 1.3 -0.6 -1.1
H -1.7413 0.8945 -2.9935 0.8 0.0 0.8
C 1.1437 -1.8525 -0.6875 1.0 1.9 -2.5
H 0.3437 -0.3168 -3.3887 0.4 -0.6 0.1
N 1.3632 1.0217 0.5523 2.9 0.1 -1.8
H -2.2647 1.0674 -0.5061 -2.2 1.5 0.7
H 1.1551 2.4041 2.1705 -0.1 -0.9 -0.9
H 0.0722 -1.1738 1.4608 -0.3 -0.3 -0.1
H 0.0271 0.6139 3.1662 -1.3 -0.5 -1.0
C -1.5437 0.5008 -0.9440 1.9 0.1 -0.6
C 0.8277 1.5118 1.5432 -1.8 1.2 2.7
H -1.3014 1.5452 2.2150 1.8 -1.6 -0.1
N -1.1245 0.5620 -2.2312 -2.8 0.7 0.8
C -0.7473 -0.4871 1.2828 0.1 1.0 0.6
H 1.4100 -2.3621 -1.5988 0.1 -0.4 -0.4
```
Positions in Å, forces in eV/Å.

***

| no. | HOMO energy (eV) |
| --- | --- |
| 1 | -12.18 |
| 2 | -13.07 |